{
  "formula": "C4H6MgO5Sn",
  "method": "wB97M-V/def2-TZVPD",
  "species": ["O", "C", "C", "O", "C", "Mg", "H", "H", "H", "H", "H", "H", "O", "C", "O", "O", "Sn"],
  "coordinates": [[0.94, -1.28, -2.13], [1.78, -0.23, -2.48], [1.43, 1.06, -1.74], [1.29, 0.67, -0.37], [0.84, 1.59, 0.60], [0.35, -1.19, -0.33], [1.74, 0.01, -3.57], [2.84, -0.47, -2.25], [0.47, 1.47, -2.09], [2.22, 1.82, -1.81], [-0.16, 1.98, 0.39], [1.62, 2.31, 0.83], [0.40, 0.29, 1.80], [-0.89, -0.17, 1.86], [-1.19, -1.04, 0.86], [-1.85, 0.62, 2.18], [-2.98, -0.03, 0.56]],
  "gap_ev": [3.4, 3.3],
  "charge": -1,
  "multiplicity": 2,
  "s2": 0.913,
  "homo_ev": [-1.01, -0.80],
  "total_energy_ha": -946.5596
}